P | DFT (wB97M-V/def2-TZVPD) results for a 2-piece molecular cluster, C2H10N5 overall.

Summary:
Net charge = +1
2S+1 = 1
Orbital gap = 10.57 eV

Last column: Löwdin charge in e.
CARTESIAN COORDINATES (ANGSTROEM)
N -0.16 0.10 -1.44  0.21
C -1.35 0.55 -1.06  -0.49
N -1.71 0.63 0.23  0.18
N -2.18 1.03 -2.01  0.17
H 0.56 -0.21 -0.79  0.05
H 0.13 0.34 -2.37  0.13
H -2.33 1.39 0.51  0.13
H -0.93 0.36 0.93  0.15
H -1.80 0.95 -2.97  0.13
H -3.22 0.99 -1.89  0.16
N 1.21 -0.48 2.32  0.05
C 1.93 -1.22 1.38  -0.29
N 2.12 -0.68 0.18  0.01
H 1.36 -0.74 3.30  0.10
H 1.33 0.53 2.21  0.10
H 2.32 -2.14 1.79  0.12
H 2.73 -1.42 -0.32  0.09

=====

Q | DFT (wB97M-V/def2-TZVPD) results for C2H10N5 as an isolated structure.

Summary:
Net charge = +1
2S+1 = 1
Orbital gap = 9.51 eV

Last column: Löwdin charge in e.
CARTESIAN COORDINATES (ANGSTROEM)
C -0.39 -1.12 -0.26  -0.31
C 2.57 0.64 -1.14  -0.04
N 0.17 -2.01 0.24  0.31
N -1.09 -0.26 -0.73  0.15
N 2.29 -0.12 1.00  -0.04
N 1.83 0.32 -0.16  -0.21
N -3.22 0.56 0.39  0.11
H 3.69 0.53 -1.23  0.10
H 1.99 0.99 -1.99  0.05
H 0.77 -2.27 0.92  0.06
H -0.62 0.38 -1.35  0.13
H -2.13 0.27 -0.30  0.07
H 3.29 0.11 1.29  0.13
H 1.61 0.14 1.78  0.13
H -3.79 1.07 -0.32  0.11
H -3.14 1.05 1.27  0.10
H -3.85 -0.28 0.56  0.14

=====

Which of them is the most stable, and which is the least stable? P and Q, in that order.